Here is a structure of composition C24H56N8O9V from OMol25. Energies are from the ωB97M-V functional and the def2-TZVPD basis.

```
! RIJCOSX wB97M-V def2-TZVPD def2/J DEFGRID3
* xyz 2 2
O 14.43546 1.53625 -11.52280
V 14.39725 0.00179 -11.07170
C 15.42224 1.37691 -8.02513
O 14.88978 0.99221 -9.05870
N 16.33671 2.33834 -7.93317
C 16.79201 3.05238 -9.11936
C 17.11877 2.47566 -6.72332
H 15.15418 0.95263 -7.05026
H 16.80774 4.11720 -8.90900
H 16.11330 2.79027 -9.92974
H 17.77468 2.68618 -9.42383
H 18.17773 2.31122 -6.90339
H 16.92531 3.47962 -6.32100
H 16.76054 1.89280 -5.87326
C 11.81515 -0.77672 -13.29648
O 12.78110 -0.45166 -12.61722
N 11.38840 -2.02316 -13.50957
C 10.31103 -2.30448 -14.45096
C 12.13317 -3.15985 -13.05406
H 11.22045 -0.03511 -13.83741
H 9.76775 -1.38253 -14.66230
H 9.55674 -3.00511 -14.10163
H 10.79320 -2.62815 -15.37474
H 11.47621 -3.78912 -12.44618
H 12.46264 -3.81119 -13.87096
H 13.01618 -2.92139 -12.47904
C 11.06939 3.23148 -11.45033
O 11.78829 2.37414 -11.91896
N 11.16790 3.72247 -10.19557
C 12.28635 3.40147 -9.34392
C 10.14288 4.58170 -9.62341
H 10.24136 3.73787 -11.97373
H 13.04897 2.87508 -9.91538
H 12.00788 2.76731 -8.49270
H 12.68973 4.31426 -8.89601
H 9.82614 4.12134 -8.68440
H 10.50416 5.58969 -9.41883
H 9.25471 4.63807 -10.24949
C 11.32402 -0.07013 -9.58857
O 12.48413 -0.21889 -9.95491
N 10.90944 -0.36968 -8.36055
C 9.53536 -0.15919 -7.92498
C 11.83941 -0.78097 -7.33048
H 10.51529 0.27861 -10.24033
H 9.50045 0.56909 -7.10746
H 9.17373 -1.05765 -7.42264
H 8.92466 0.21913 -8.73807
H 12.85401 -0.45047 -7.55324
H 11.58203 -0.34286 -6.36678
H 11.89676 -1.86113 -7.19987
C 14.92353 -3.25213 -10.64011
O 14.63451 -2.05610 -10.64944
N 14.23674 -4.20206 -10.01437
C 14.73667 -5.56566 -10.00044
C 12.95693 -3.95387 -9.38386
H 15.79368 -3.67127 -11.15458
H 14.72891 -5.95257 -8.97961
H 15.79228 -5.60916 -10.26433
H 14.14252 -6.21399 -10.64271
H 12.96835 -4.00746 -8.29810
H 12.54284 -3.00164 -9.70785
H 12.25963 -4.70514 -9.76394
C 17.87487 -0.10529 -11.18717
O 16.68457 -0.03353 -10.90518
N 18.57660 0.82640 -11.81134
C 17.99349 2.08975 -12.24165
C 20.01147 0.67401 -12.04433
H 18.48758 -1.00456 -11.02244
H 18.41777 2.92686 -11.68806
H 16.91139 2.08910 -12.12157
H 18.19208 2.24136 -13.30424
H 20.56848 1.46784 -11.54762
H 20.39658 -0.26933 -11.66438
H 20.17411 0.74054 -13.11975
C 14.47946 5.03725 -11.89698
O 15.43448 4.27864 -11.89544
N 14.36220 6.16432 -11.17958
C 15.34200 6.56112 -10.18548
C 13.17746 7.00616 -11.26349
H 13.61310 4.86529 -12.55757
H 14.92807 6.36080 -9.19114
H 15.50883 7.63676 -10.24857
H 16.30060 6.07086 -10.31536
H 13.40780 8.00733 -10.90668
H 12.79980 7.06753 -12.28121
H 12.38981 6.64112 -10.59541
C 15.63141 -0.41405 -14.42308
O 15.45531 -0.47295 -13.21048
N 16.65237 -0.96287 -15.07237
C 16.73793 -0.91488 -16.53608
C 17.73477 -1.64738 -14.40399
H 14.93712 0.16501 -15.04336
H 17.68468 -0.45528 -16.81557
H 15.93756 -0.27407 -16.90248
H 16.63583 -1.90729 -16.96853
H 17.99215 -2.58470 -14.89212
H 18.60941 -0.99712 -14.32751
H 17.42359 -1.86409 -13.38080
*
```

Electronic energy in eV: -81822.2047
Frontier orbital gap (spin up / spin down) in eV: 8.13 / 8.79
Energy above the lowest of the compared OMol25 structures with the same formula, charge and spin in kcal per mole: 0.00
HOMO level (spin up / spin down) in eV: -13.0 / -13.0